1.
# C15H12ClFNO6S2

A gas-phase ion, C15H12ClFNO6S2 (charge -1) in a non-equilibrium geometry (wB97M-V/def2-TZVPD, the OMol25 dataset).

SMILES string = O=[N+]([O-])c1ccc(S(=O)(=O)[C@@H](Cl)[C@@H](C=[S@](=O)([O-])F)c2ccccc2)cc1
energy = -66431.7125 eV
frontier orbital gap = 4.42 eV

The geometry in ORCA input format:
```
! wB97M-V def2-TZVPD RIJCOSX def2/J DEFGRID3
* xyz -1 1
O -5.12004 -0.85748 1.20820
N -4.49446 0.23368 1.24163
O -5.05422 1.34972 1.11402
C -3.05771 0.18408 1.42724
C -2.30073 1.35998 1.53762
C -0.95342 1.26410 1.86416
C -0.33180 0.02275 2.03758
S 1.42909 -0.07281 2.40952
O 1.79453 1.15059 3.06600
O 1.58956 -1.34207 3.07646
C 2.56606 -0.15357 0.94762
Cl 2.29651 1.26770 -0.03358
C 4.26772 -0.21029 1.31794
C 4.94203 -0.44064 0.06917
S 4.80029 -1.92247 -0.81295
O 3.52706 -2.50375 -0.49611
O 6.02779 -2.66982 -0.92548
F 4.56165 -1.39919 -2.33087
C 5.06057 0.84981 2.13267
C 5.15139 0.66845 3.50532
C 5.76190 1.62241 4.33787
C 6.33226 2.77428 3.78070
C 6.28343 2.95163 2.38849
C 5.66468 1.97577 1.58254
C -1.10883 -1.13957 1.91796
C -2.45925 -1.07792 1.58477
H -2.80030 2.31565 1.42148
H -0.36010 2.14836 1.95011
H 2.21702 -1.03240 0.44977
H 4.15087 -1.13874 1.90542
H 5.45826 0.35829 -0.45936
H 4.74315 -0.20721 4.02139
H 5.84661 1.50441 5.43477
H 6.83187 3.55186 4.38325
H 6.75334 3.80709 1.90788
H 5.58444 2.10565 0.52961
H -0.65039 -2.10490 2.04696
H -3.05722 -1.99212 1.50801
*
```

These are the Löwdin partial charges, in e, on atoms 1 to 6:
1. O 0.040
2. N -0.309
3. O 0.047
4. C -0.149
5. C 0.019
6. C -0.040

=====

2.
# C15H12ClN5O2S

A single C15H12ClN5O2S molecule in a non-equilibrium geometry (wB97M-V/def2-TZVPD, the OMol25 dataset).

SMILES string = Nc1nnc(CC(=O)N/N=C/c2ccc(-c3ccccc3Cl)o2)s1
energy = -50651.5595 eV
frontier orbital gap = 8.04 eV

The geometry in ORCA input format:
```
! wB97M-V def2-TZVPD RIJCOSX def2/J DEFGRID3
* xyz 0 1
N -3.75158 -1.13263 -1.17817
C -3.12202 0.04574 -0.97045
N -2.19945 0.53035 -1.72875
N -1.79006 1.73889 -1.36460
C -2.36826 2.21666 -0.33192
C -2.12416 3.57406 0.21456
C -2.25343 3.65839 1.72085
O -2.97401 4.43671 2.30127
N -1.45485 2.80199 2.42538
N -0.64113 1.90873 1.85365
C 0.14744 1.22913 2.59057
C 1.04233 0.25157 2.05654
C 2.11542 -0.36655 2.66793
C 2.69537 -1.19657 1.69753
C 1.92848 -1.05392 0.56209
C 2.06345 -1.70254 -0.73416
C 3.33401 -1.90244 -1.27567
C 3.49500 -2.50474 -2.50756
C 2.38510 -2.91913 -3.22667
C 1.11681 -2.74912 -2.70161
C 0.95920 -2.15225 -1.46211
Cl -0.62213 -2.02559 -0.79729
O 0.93525 -0.17711 0.78419
S -3.58632 1.12714 0.34968
H -4.22116 -1.55316 -0.39403
H -3.27934 -1.76452 -1.80555
H -2.84156 4.28057 -0.21351
H -1.11598 3.87338 -0.08024
H -1.48644 2.88791 3.44605
H 0.19846 1.37023 3.67703
H 2.44051 -0.22623 3.67878
H 3.54469 -1.83750 1.81697
H 4.19311 -1.55988 -0.71958
H 4.48573 -2.64491 -2.91180
H 2.50502 -3.38092 -4.19453
H 0.24650 -3.08176 -3.24488
*
```

These are the Löwdin partial charges, in e, on atoms 1 to 6:
1. N 0.071
2. C -0.751
3. N -0.028
4. N 0.006
5. C -0.615
6. C -0.099

=====

3.
# C15H12F2N4O

A single C15H12F2N4O molecule in a non-equilibrium geometry (wB97M-V/def2-TZVPD, the OMol25 dataset).

SMILES string = Cc1cc(C2=NC(=O)[C@@H](F)C=N2)nn1Cc1ccccc1F
energy = -29189.6348 eV
frontier orbital gap = 8.33 eV

The geometry in ORCA input format:
```
! wB97M-V def2-TZVPD RIJCOSX def2/J DEFGRID3
* xyz 0 1
C 0.15215 -2.63583 -0.10829
C 0.42583 -1.19768 -0.16324
C 1.60330 -0.54812 -0.13786
C 1.27541 0.84321 -0.45010
C 2.39393 1.92383 -0.61220
N 2.30795 3.14546 -0.19062
C 3.40228 3.89141 -0.36532
O 3.78808 4.57672 0.61834
C 4.27518 3.72549 -1.60866
F 5.54264 4.29960 -1.42952
C 4.45790 2.10961 -1.61080
N 3.61812 1.36263 -1.01555
N 0.02805 1.08646 -0.57331
N -0.49830 -0.15785 -0.47702
C -1.88561 -0.44699 -0.81650
C -2.73100 -0.95460 0.33181
C -2.43502 -0.50043 1.59026
C -3.16320 -0.93327 2.65110
C -4.14362 -1.92541 2.40536
C -4.36459 -2.34028 1.12936
C -3.64033 -1.93144 0.07738
F -3.78377 -2.53906 -1.11704
H -0.24126 -3.00014 -1.06046
H -0.55111 -2.84549 0.63435
H 1.08365 -3.10114 0.17923
H 2.58182 -0.87306 -0.01593
H 3.89084 3.92251 -2.60822
H 5.44949 1.75191 -1.96626
H -2.40208 0.36567 -1.36797
H -1.79430 -1.27541 -1.50781
H -1.64642 0.19217 1.78109
H -3.06760 -0.59229 3.68577
H -4.78967 -2.33367 3.23214
H -5.13874 -3.06449 0.88652
*
```

These are the Löwdin partial charges, in e, on atoms 1 to 6:
1. C -0.002
2. C -0.238
3. C 0.027
4. C -0.221
5. C -0.203
6. N 0.206

=====

4.
# C15H12N3O5S2

2 unconnected molecules or ions with the total composition C15H12N3O5S2 in a non-equilibrium geometry (wB97M-V/def2-TZVPD, the OMol25 dataset).

energy = -52124.1669 eV
relative energy (zero: lowest compared OMol25 entry of this formula, charge and spin) = 0.0 kJ/mol
frontier orbital gap = 4.34 eV

The geometry in ORCA input format:
```
! wB97M-V def2-TZVPD RIJCOSX def2/J DEFGRID3
* xyz -1 1
C -5.82036 -0.96432 0.14248
O -5.16305 -0.17506 -0.86419
C -3.98795 0.43854 -0.57109
C -3.26810 0.23250 0.63576
C -1.96841 0.69718 0.70817
C -1.42818 1.51134 -0.30455
C -0.05025 1.94264 -0.29247
C 1.04790 1.22054 0.01789
S 2.72188 1.91246 -0.15182
O 2.75839 2.77502 -1.31415
O 3.19376 2.35865 1.13486
C 3.52420 0.34587 -0.55615
C 2.73145 -0.79008 -0.48895
C 3.24975 -2.06395 -0.69772
C 4.59215 -2.17584 -1.05980
C 5.39097 -1.03118 -1.17601
C 4.86751 0.23801 -0.91253
S 1.00680 -0.57594 -0.05463
O 0.83207 -1.05694 1.29360
O 0.17127 -1.01093 -1.14448
C -2.23844 1.85351 -1.41513
C -3.47692 1.28059 -1.59092
H -6.75975 -1.25059 -0.33621
H -5.22452 -1.85022 0.41196
H -6.00304 -0.37274 1.05208
H -3.69431 -0.33446 1.46920
H -1.36760 0.42530 1.57288
H 0.17621 2.92856 -0.69653
H 2.58682 -2.92358 -0.57993
H 4.99409 -3.16430 -1.26780
H 6.42841 -1.11808 -1.49340
H 5.46123 1.14969 -0.99450
H -1.84624 2.50507 -2.19351
H -4.08749 1.42042 -2.48596
N -0.25591 -0.95289 3.75774
N 0.21589 -1.46911 4.72887
N 0.68975 -1.95567 5.71693
*
```

These are the Löwdin partial charges, in e, on atoms 1 to 6:
1. C -0.068
2. O -0.100
3. C -0.259
4. C 0.013
5. C -0.006
6. C -0.231